No. 1
An isolated ion of composition H3NO3PS and charge -1, computed with ωB97M-V/def2-TZVPD.

Computed properties:
- LUMO level: 0.1532 Eh
- Energy: -27806.9965 eV
- Gap between HOMO and LUMO: 8.90 eV
- Net charge: -1
- Relative energy (zero: lowest compared OMol25 entry of this formula, charge and spin): 0.0 kJ/mol

Element x y z (Å)
N 1.209 0.779 0.873
O -2.082 -0.726 -0.587
O 0.055 -1.524 0.190
O -0.107 -0.898 -2.112
P -0.185 1.293 -0.021
S -0.637 -0.686 -0.780
H 0.990 -0.199 1.125
H 2.074 0.919 0.398
H -1.315 1.042 0.913

=====

No. 2
A 2-piece molecular cluster, H3NO4P overall, computed with ωB97M-V/def2-TZVPD.

Computed properties:
- LUMO level: 0.1563 Eh
- Energy: -19017.8873 eV
- Gap between HOMO and LUMO: 9.20 eV
- Net charge: -1
- Relative energy (zero: lowest compared OMol25 entry of this formula, charge and spin): 185.9 kJ/mol

Element x y z (Å)
N -1.711 -0.239 -0.617
O 1.599 0.028 0.331
O -0.612 -0.323 1.860
O -2.290 1.690 1.098
O -3.093 0.525 1.471
P -1.574 0.197 0.854
H 0.768 0.078 0.889
H -1.144 -1.086 -0.676
H 1.069 0.179 -0.399

=====

No. 3
A 2-piece molecular cluster, H3NO5 overall, computed with ωB97M-V/def2-TZVPD.

Computed properties:
- LUMO level: -0.0063 Eh
- Energy: -11768.1755 eV
- Gap between HOMO and LUMO: 10.67 eV
- Net charge: 0
- Relative energy (zero: lowest compared OMol25 entry of this formula, charge and spin): 7.2 kJ/mol

Element x y z (Å)
H -2.699 -1.793 1.534
H 2.909 1.482 -0.542
H 0.048 0.555 -0.306
N -1.658 -1.272 0.086
O -1.818 -2.012 1.175
O -0.613 -1.488 -0.483
O 2.197 1.362 -1.190
O 1.122 2.032 -0.581
O 0.511 1.133 0.307

=====

Question: Which of these has the highest relative energy (zero: lowest compared OMol25 entry of this formula, charge and spin)?
Answer: H3NO4P